Molecular formula: C37H53EuN6O2PSSi
Method: DFT, wB97M-V/def2-TZVPD

Each line ends with the Löwdin charge.
Cartesian coordinates (Å):
Eu: 0.149 0.754 -0.156  1.4016
S: 2.985 1.625 0.178  0.4652
P: -3.353 0.193 -1.619  0.5184
Si: 1.224 -2.755 0.075  0.4037
O: -2.020 0.565 -1.006  -0.4560
O: 0.057 -1.681 0.149  -0.4805
N: -3.250 0.207 -3.265  -0.3047
N: 0.134 3.423 -0.977  -0.0204
N: -0.181 4.261 0.065  0.0175
N: -4.494 1.250 -1.060  -0.2944
N: 0.986 1.360 2.317  0.0387
N: -3.909 -1.287 -1.185  -0.2836
C: -0.013 5.566 -0.244  -0.3007
C: 4.075 -0.765 -3.159  -0.0897
C: 0.155 1.419 4.555  -0.0338
C: 0.529 4.215 -1.997  -0.3429
C: 2.158 -2.820 1.776  -0.1930
C: -0.334 6.707 0.686  -0.0325
C: 1.987 -5.466 -0.083  -0.0818
C: 3.535 -1.678 3.377  -0.1104
C: 2.220 1.737 2.763  -0.2538
C: 4.729 2.685 3.648  -0.0929
C: 3.251 -1.978 2.070  -0.0968
C: 3.277 1.970 1.817  -0.7150
C: -1.342 0.845 2.620  -0.0551
C: -4.059 2.637 -0.722  -0.0828
C: -0.461 -4.935 0.476  -0.1052
C: -4.414 -0.015 -4.170  -0.0901
C: -4.163 -1.575 0.247  -0.0839
C: -3.641 -2.520 -1.983  -0.0758
C: 0.456 5.572 -1.568  0.0106
C: 1.368 1.783 5.043  -0.0107
C: 2.427 -2.150 -1.293  -0.2285
C: 1.868 -1.470 -2.380  -0.1586
C: 2.662 -0.765 -3.274  -0.1035
C: 0.772 -4.553 -0.359  -0.6008
C: -0.009 1.196 3.170  -0.3503
C: 1.847 -3.182 4.129  -0.0956
C: 4.650 -1.545 -2.160  -0.0816
C: 4.524 2.424 2.282  -0.1271
C: 2.443 2.027 4.148  -0.1652
C: -2.036 0.709 -3.953  -0.0851
C: 3.732 2.407 4.581  -0.0688
C: 2.877 -2.274 4.459  -0.0843
C: 0.393 -4.584 -1.851  -0.1017
C: 1.480 -3.430 2.814  -0.1189
C: 3.828 -2.179 -1.197  -0.0959
C: -5.920 1.027 -0.814  -0.1177
C: 1.035 3.691 -3.301  -0.0317
H: -3.174 -3.278 -1.329  0.0794
H: -6.292 0.098 -1.268  0.0768
H: 5.709 -1.720 -2.103  0.0930
H: -1.818 0.092 3.225  0.0840
H: -5.132 -0.705 -3.714  0.0681
H: 4.043 2.452 5.609  0.0943
H: 1.723 2.836 -3.057  0.0865
H: 1.569 4.449 -3.861  0.0727
H: 5.682 3.102 3.944  0.0955
H: -1.303 0.420 1.562  0.0157
H: 3.886 -1.569 1.280  0.0844
H: -1.119 -4.098 0.697  0.0556
H: -3.677 2.665 0.306  0.0740
H: 1.524 1.956 6.100  0.1161
H: 1.706 -6.478 -0.397  0.0765
H: -4.905 0.943 -4.451  0.0899
H: 4.697 -0.170 -3.845  0.1026
H: -1.923 1.791 -3.772  0.0717
H: 2.204 -0.236 -4.100  0.0869
H: -0.614 7.569 0.044  0.0849
H: 0.634 -4.073 2.606  0.0750
H: 0.728 6.428 -2.141  0.0973
H: -4.053 -0.540 -5.092  0.0915
H: 0.534 6.976 1.347  0.0946
H: 4.335 -2.752 -0.419  0.0967
H: -3.387 -2.246 0.657  0.0876
H: -3.043 -2.303 -2.850  0.0665
H: 0.206 3.289 -3.938  0.0750
H: -6.149 0.914 0.278  0.0895
H: -5.099 -2.133 0.305  0.0830
H: -3.250 2.969 -1.372  0.0685
H: -6.509 1.871 -1.205  0.0797
H: -0.643 3.885 0.910  0.1611
H: 0.210 -5.618 -2.158  0.0753
H: 5.299 2.648 1.535  0.0981
H: -1.966 1.749 2.603  0.0835
H: 2.174 -5.513 0.989  0.0628
H: -0.504 -3.975 -1.974  0.0656
H: -1.056 -5.646 -0.080  0.0678
H: -0.203 -5.370 1.449  0.0667
H: 1.190 -4.238 -2.530  0.0760
H: -4.593 -3.000 -2.330  0.0904
H: -1.089 0.248 -3.615  0.0741
H: 2.906 -5.139 -0.631  0.0893
H: -4.262 -0.657 0.820  0.0705
H: 4.299 -0.875 3.563  0.1161
H: 0.774 -1.460 -2.431  0.0815
H: -4.898 3.328 -0.833  0.0794
H: 3.175 -2.061 5.483  0.0940
H: 1.322 -3.715 4.932  0.0964
H: -0.695 1.276 5.247  0.1205
H: -2.198 0.507 -5.023  0.0820
H: -1.194 6.458 1.355  0.0818

Summary:
* ⟨S²⟩: 15.759
* energy: -99600.8312 eV
* highest occupied orbital energy (alpha / beta): -6.00 / -6.07 eV
* spin multiplicity: 8
* LUMO energy (alpha / beta): 0.0020 / 0.0019 Eh